Record 1
The following is a DFT calculation (ωB97M-V/def2-TZVPD) of C4H6N4O as an isolated structure in a non-equilibrium geometry.

The value obtained for the HOMO-LUMO gap is 10.313 eV. Its HOMO energy is -0.345 Eh. The charge is 0.

The geometry in XYZ format:
```
15
Properties=species:S:1:pos:R:3:mulliken_charge:R:1
C 2.189 -0.150 0.217 -0.628
C 0.987 0.602 0.689 0.378
C -0.747 0.837 -0.192 0.618
C -0.333 -0.136 0.684 0.001
H 1.186 -1.678 -0.700 0.206
H 2.783 -1.602 -1.149 0.236
H 2.614 -0.684 1.090 0.317
H 2.924 0.613 -0.013 0.337
H 1.243 1.107 1.613 0.339
H -2.920 -1.248 -0.390 0.268
N 1.947 -1.066 -0.881 -0.588
N -1.948 0.514 -0.756 -0.666
N -2.188 -0.633 -0.051 0.279
N -1.229 -1.111 0.748 -0.653
O 0.440 1.582 -0.282 -0.443
```

Record 2
The following is a DFT calculation (ωB97M-V/def2-TZVPD) of a 6-piece molecular cluster, C25H67N3O22P5S overall in a non-equilibrium geometry.

The value obtained for the HOMO-LUMO gap is 7.020 eV. Its HOMO energy is -0.413 Eh. The charge is +1.

The geometry in XYZ format:
```
123
Properties=species:S:1:pos:R:3:mulliken_charge:R:1
C -1.673 -1.901 -0.867 -1.140
C -2.693 -1.288 0.085 -0.179
O -1.957 -0.368 0.930 -0.196
C -2.576 0.793 1.178 0.658
O -3.753 0.912 1.449 -0.576
C -1.659 1.998 1.132 -0.117
C -1.793 2.891 2.384 -1.013
C -0.476 3.012 3.187 -0.669
N -0.702 2.520 4.602 -0.111
C 0.075 1.413 4.933 0.000
N 1.372 1.460 4.943 -0.180
N -0.486 0.228 5.328 0.050
C -1.481 0.380 6.417 -0.564
C -2.839 -0.281 6.186 -0.737
C -3.399 -0.171 4.761 0.075
S -3.085 -1.756 3.873 -0.056
H -1.215 -1.134 -1.481 0.284
H -0.902 -2.331 -0.230 0.280
H -2.119 -2.673 -1.481 0.412
H -3.471 -0.773 -0.467 0.344
H -3.117 -2.091 0.680 0.222
H -1.809 2.585 0.235 -0.284
H -0.640 1.612 1.117 0.310
H -2.119 3.886 2.098 0.535
H -2.552 2.522 3.064 0.473
H 0.333 2.473 2.702 0.377
H -0.246 4.070 3.227 0.412
H -0.474 3.286 5.225 0.317
H 1.917 2.140 4.433 0.262
H 1.859 0.751 5.474 0.314
H -0.805 -0.345 4.550 0.028
H -1.618 1.427 6.674 0.342
H -1.051 -0.091 7.298 0.366
H -3.539 0.234 6.844 0.358
H -2.860 -1.311 6.522 0.345
H -4.476 -0.093 4.793 0.601
H -2.938 0.613 4.173 -0.579
H -1.832 -2.079 4.246 -0.029
C -2.042 -5.519 4.238 -0.157
O -1.469 -5.908 5.509 -0.375
P 0.068 -6.550 5.547 1.078
O -0.087 -7.704 6.453 -0.678
O 0.700 -5.258 6.311 -0.410
C 0.506 -3.966 5.756 -0.600
O 1.469 -6.821 4.755 -0.285
C 1.578 -8.069 4.035 -0.614
H -3.058 -5.903 4.177 0.291
H -2.067 -4.430 4.186 -0.205
H -1.471 -5.904 3.391 0.320
H -0.359 -3.490 6.230 0.234
H 0.353 -4.000 4.673 0.277
H 1.394 -3.369 5.962 0.350
H 0.659 -8.284 3.495 0.302
H 1.802 -8.874 4.731 0.277
H 2.392 -7.975 3.321 0.230
C -1.580 0.584 -7.306 -0.748
O -1.235 0.024 -6.014 -0.149
P -0.835 -1.556 -5.721 0.876
O -1.614 -1.781 -4.477 -0.548
O 0.711 -1.189 -5.396 -0.335
C 1.479 -0.490 -6.378 -0.666
O -0.389 -3.063 -6.199 -0.352
C -1.444 -4.020 -6.409 -0.676
H -2.479 1.179 -7.166 0.215
H -0.771 1.240 -7.629 0.300
H -1.760 -0.152 -8.090 0.406
H 1.457 0.580 -6.166 0.232
H 1.110 -0.666 -7.391 0.326
H 2.508 -0.839 -6.319 0.268
H -2.283 -3.578 -6.942 0.336
H -1.778 -4.409 -5.450 0.254
H -1.036 -4.833 -7.006 0.253
C -1.118 6.557 -3.400 -0.619
O -1.603 5.751 -4.507 -0.358
P -2.594 4.455 -4.180 1.074
O -2.007 3.376 -5.000 -0.504
O -3.873 5.159 -4.877 -0.361
C -4.288 6.454 -4.438 -0.660
O -3.600 3.581 -3.199 -0.395
C -2.987 2.501 -2.470 -0.572
H -0.050 6.716 -3.529 0.160
H -1.622 7.524 -3.404 0.278
H -1.282 6.072 -2.437 0.340
H -3.852 7.216 -5.085 0.244
H -4.000 6.650 -3.402 0.301
H -5.371 6.508 -4.513 0.277
H -2.030 2.806 -2.047 0.211
H -2.841 1.658 -3.143 0.306
H -3.656 2.200 -1.664 0.310
C 3.209 8.657 -2.581 -0.742
O 2.276 8.444 -1.486 -0.288
P 2.865 7.892 -0.002 1.116
O 1.791 6.871 0.205 -0.628
O 2.462 9.302 0.696 -0.346
C 3.101 10.508 0.265 -0.649
O 3.764 7.591 1.366 -0.324
C 4.289 6.267 1.532 -0.645
H 2.806 8.190 -3.477 0.234
H 3.322 9.727 -2.761 0.294
H 4.191 8.229 -2.379 0.363
H 2.477 11.005 -0.480 0.238
H 4.091 10.322 -0.158 0.321
H 3.209 11.163 1.126 0.266
H 4.698 5.879 0.601 0.322
H 3.501 5.607 1.892 0.213
H 5.085 6.317 2.272 0.263
C 5.328 -5.965 -1.172 -0.714
O 4.378 -6.727 -0.386 -0.325
P 2.988 -7.322 -1.110 1.142
O 2.001 -6.959 -0.055 -0.618
O 3.477 -8.857 -0.957 -0.364
C 4.710 -9.265 -1.558 -0.647
O 1.971 -7.755 -2.336 -0.352
C 1.015 -6.774 -2.775 -0.657
H 5.603 -5.072 -0.614 0.237
H 6.224 -6.563 -1.343 0.278
H 4.919 -5.659 -2.136 0.347
H 5.510 -9.216 -0.818 0.238
H 4.974 -8.644 -2.418 0.309
H 4.603 -10.293 -1.892 0.284
H 1.466 -5.787 -2.856 0.317
H 0.181 -6.744 -2.078 0.282
H 0.657 -7.080 -3.756 0.244
```

Record 3
The following is a DFT calculation (ωB97M-V/def2-TZVPD) of a 3-piece molecular cluster, C4H12NS overall in a non-equilibrium geometry.

The value obtained for the HOMO-LUMO gap is 3.694 eV. Its HOMO energy is -0.474 Eh. The charge is +1.

The geometry in XYZ format:
```
18
Properties=species:S:1:pos:R:3:mulliken_charge:R:1
C -3.004 -0.620 0.702 -0.957
C -2.244 0.032 -0.502 0.678
C -2.660 0.291 -1.794 -0.590
C 1.204 0.301 0.338 -0.290
S 0.214 -0.352 1.653 0.001
N 4.649 0.355 -0.433 -0.623
H -2.946 0.072 1.568 0.330
H -2.437 -1.508 1.058 0.303
H -4.074 -0.942 0.489 0.332
H -1.170 0.354 -0.256 -0.281
H -1.961 0.452 -2.707 0.245
H -3.741 0.324 -1.965 0.257
H 1.971 -0.462 0.239 0.278
H 1.550 1.298 0.717 0.358
H 0.915 -0.298 2.828 0.279
H 5.469 0.412 -1.082 0.238
H 3.767 0.923 -0.650 0.219
H 4.498 -0.633 -0.203 0.223
```

Record 4
The following is a DFT calculation (ωB97M-V/def2-TZVPD) of one molecule with the formula C5H9N in a non-equilibrium geometry.

The value obtained for the HOMO-LUMO gap is 7.802 eV. Its HOMO energy is -0.256 Eh. The charge is 0.

The geometry in XYZ format:
```
15
Properties=species:S:1:pos:R:3:mulliken_charge:R:1
C 0.716 -1.428 -0.414 -1.143
C 1.662 -0.460 0.215 -0.183
C 0.552 0.268 0.818 -0.259
N -0.268 1.087 0.147 -0.246
C -1.694 1.150 0.331 -0.491
C -1.088 0.639 -0.917 -0.260
H 0.918 -1.660 -1.472 0.332
H 0.504 -2.299 0.183 0.285
H 2.303 -0.872 0.993 0.257
H 2.202 0.190 -0.465 0.281
H 0.394 0.164 1.887 0.358
H -2.108 0.375 0.967 0.294
H -2.084 2.159 0.385 0.261
H -1.121 1.223 -1.837 0.256
H -0.886 -0.534 -0.821 0.258
```

Record 5
The following is a DFT calculation (ωB97M-V/def2-TZVPD) of a 8-piece molecular cluster, C39H53NO6 overall.

Its structure (SMILES) is C[N+](=O)[O-].c1ccccc1.c1ccccc1.c1ccccc1.c1ccccc1.c1ccccc1.COCCOC.COCCOC. The value obtained for the HOMO-LUMO gap is 9.782 eV. Its HOMO energy is -0.342 Eh. The charge is 0.

The geometry in XYZ format:
```
99
Properties=species:S:1:pos:R:3:mulliken_charge:R:1
C 0.558 -2.335 2.011 -0.556
N -0.898 -2.639 2.187 0.942
O -1.338 -3.588 1.580 -0.554
O -1.540 -1.899 2.911 -0.508
H 0.651 -1.969 0.995 0.090
H 1.090 -3.276 2.110 0.331
H 0.842 -1.616 2.767 0.269
C 0.685 -1.540 -6.094 -0.439
C 0.994 -1.305 -4.762 -0.494
C 2.301 -1.494 -4.321 0.060
C 3.303 -1.778 -5.241 -0.861
C 3.010 -1.945 -6.581 -0.436
C 1.684 -1.875 -6.997 -0.435
H -0.348 -1.530 -6.422 0.357
H 0.237 -1.020 -4.040 0.398
H 2.543 -1.372 -3.273 0.594
H 4.306 -1.781 -4.829 0.444
H 3.770 -2.110 -7.334 0.407
H 1.421 -2.003 -8.039 0.390
C 6.134 1.657 -5.023 -0.476
C 7.108 1.891 -4.056 -0.427
C 6.811 1.706 -2.708 -0.402
C 5.526 1.350 -2.323 -0.503
C 4.536 1.177 -3.285 -0.025
C 4.858 1.275 -4.636 -0.416
H 6.371 1.731 -6.077 0.367
H 8.066 2.276 -4.382 0.355
H 7.588 1.825 -1.964 0.363
H 5.351 1.170 -1.269 0.363
H 3.526 0.912 -3.001 0.393
H 4.063 1.174 -5.365 0.432
C 0.354 2.419 -1.208 -0.719
C -0.454 2.929 -0.206 -0.327
C -1.129 2.079 0.654 -0.506
C -1.005 0.701 0.497 -0.588
C -0.202 0.186 -0.503 -0.383
C 0.464 1.043 -1.364 0.121
H 0.888 3.103 -1.854 0.423
H -0.530 4.000 -0.058 0.343
H -1.822 2.442 1.402 0.621
H -1.525 0.027 1.170 0.288
H -0.160 -0.887 -0.645 0.506
H 1.101 0.633 -2.140 0.213
C 1.053 6.072 2.861 -0.103
C 2.274 6.585 3.278 -0.329
C 2.897 7.588 2.545 -0.432
C 2.304 8.068 1.393 -0.395
C 1.104 7.526 0.948 -0.508
C 0.483 6.526 1.684 -0.340
H 0.550 5.324 3.460 0.171
H 2.750 6.183 4.163 0.368
H 3.857 7.960 2.879 0.364
H 2.775 8.836 0.792 0.351
H 0.665 7.892 0.029 0.378
H -0.460 6.124 1.331 0.442
C -1.154 1.579 6.705 -0.497
C -1.718 1.152 5.506 -0.315
C -1.353 1.744 4.312 0.582
C -0.335 2.686 4.271 -0.366
C 0.243 3.102 5.465 -0.265
C -0.188 2.576 6.673 -0.505
H -1.453 1.079 7.616 0.377
H -2.433 0.337 5.485 0.352
H -1.788 1.371 3.394 -0.478
H -0.026 3.128 3.332 0.465
H 0.915 3.953 5.485 0.311
H 0.286 2.893 7.595 0.343
C 0.948 -9.389 -1.021 -0.762
O 0.640 -8.055 -1.356 -0.277
C 1.325 -7.615 -2.506 -0.522
C 0.688 -6.370 -3.053 -0.503
O 0.818 -5.321 -2.139 -0.303
C 0.226 -4.142 -2.614 -0.322
H 0.431 -10.089 -1.690 0.283
H 0.658 -9.541 0.014 0.243
H 2.023 -9.594 -1.124 0.319
H 1.303 -8.392 -3.282 0.395
H 2.374 -7.409 -2.250 0.312
H -0.363 -6.559 -3.315 0.308
H 1.221 -6.140 -3.996 0.333
H 0.349 -3.353 -1.878 -0.111
H -0.836 -4.316 -2.839 0.371
H 0.689 -3.810 -3.555 0.244
C -9.460 -0.683 3.703 -0.747
O -8.317 -0.867 2.929 -0.302
C -7.595 0.327 2.745 -0.297
C -6.485 0.102 1.743 -0.626
O -5.354 -0.564 2.263 -0.382
C -4.631 0.178 3.218 -0.024
H -9.860 -1.656 3.988 0.249
H -10.256 -0.135 3.178 0.294
H -9.252 -0.133 4.636 0.308
H -7.187 0.688 3.702 0.308
H -8.258 1.127 2.379 0.371
H -6.179 1.065 1.310 0.385
H -6.874 -0.519 0.937 0.320
H -4.846 -0.213 4.214 0.290
H -4.816 1.260 3.170 0.387
H -3.562 0.091 3.005 -0.525
```

Record 6
The following is a DFT calculation (ωB97M-V/def2-TZVPD) of a 2-piece molecular cluster, C9H15N4 overall in a non-equilibrium geometry.

The value obtained for the HOMO-LUMO gap (spin up / spin down) is 6.998 / 6.997 eV. Its HOMO energy (spin up / spin down) is -0.357 / -0.357 Eh. The charge is +1.

The geometry in XYZ format:
```
28
Properties=species:S:1:pos:R:3:mulliken_charge:R:1
C 1.669 -0.133 0.303 -0.051
C 2.340 0.947 0.873 -0.435
C 3.693 0.068 -0.648 0.316
C -3.132 -1.320 -0.431 -0.717
C -3.191 0.182 -0.920 -0.696
C -1.514 1.712 0.703 -1.198
C -2.647 -1.459 0.958 -0.274
C -1.808 0.778 -0.582 0.069
C -1.133 0.275 0.700 0.006
N 2.557 -0.592 -0.643 -0.169
N 3.625 0.969 0.317 -0.094
N -1.895 -0.553 1.468 -0.091
N 4.777 -0.433 -1.242 -0.410
H 0.546 -0.448 0.537 0.519
H -4.088 -1.928 -0.549 0.330
H -2.550 -1.955 -1.103 0.297
H -3.287 0.254 -2.013 0.335
H -3.909 0.700 -0.234 0.272
H -0.876 2.554 0.617 0.278
H -2.305 1.876 1.356 0.325
H -3.077 -2.192 1.587 0.467
H 1.830 1.536 1.632 0.412
H -0.881 0.781 -1.293 0.226
H 2.349 -1.402 -1.282 0.301
H 4.252 1.687 0.682 0.228
H -1.641 -0.533 2.453 0.290
H 4.609 -1.358 -1.716 0.215
H 5.687 -0.014 -1.530 0.250
```

Sequential E output: -450.154139; -4916.937203; -612.006155; -250.480066; -2023.851344; -570.576472 hartree